No. 1
{"formula": "C5H10O", "method": "the ωB97M-V functional and the def2-TZVPD basis", "largest_force_ev_per_a": 0.4, "energy_ha": -271.57379, "species": ["C", "C", "C", "C", "C", "O", "H", "H", "H", "H", "H", "H", "H", "H", "H", "H"], "xyz": [[-0.2422, -2.2988, -0.5409], [0.4558, -0.9393, -0.6205], [-0.4322, -0.0493, 0.1746], [-0.3198, 2.3271, -0.2105], [0.1880, 0.4680, 1.3983], [0.6373, 1.4354, 0.4009], [-1.2801, -2.2011, -0.8747], [-0.2562, -2.6591, 0.4939], [0.2654, -3.0401, -1.1608], [0.4673, -0.5982, -1.6653], [1.5034, -1.0008, -0.2774], [0.2101, 3.2742, -0.3189], [-0.6176, 1.9499, -1.1944], [-1.2239, 2.4264, 0.3947], [1.0842, -0.0078, 1.8229], [-0.4395, 0.9135, 2.1781]], "forces_ev_per_angstrom": [[-0.055, -0.218, -0.001], [0.023, -0.051, -0.031], [0.128, -0.338, 0.077], [-0.054, 0.385, -0.008], [-0.100, -0.034, 0.072], [-0.098, 0.039, -0.253], [0.172, -0.085, 0.031], [-0.005, -0.052, -0.156], [-0.028, 0.020, 0.080], [-0.033, -0.109, 0.171], [-0.164, -0.036, 0.028], [-0.115, 0.100, 0.107], [0.153, 0.151, 0.256], [0.204, 0.058, 0.008], [-0.084, 0.187, -0.144], [0.056, -0.018, -0.237]]}



No. 2
{"formula": "C4H6O2", "method": "the ωB97M-V functional and the def2-TZVPD basis", "smiles": "C=C1COCO1", "largest_force_ev_per_a": 7.0, "energy_ha": -306.35543, "species": ["C", "C", "C", "C", "H", "H", "H", "H", "H", "H", "O", "O"], "xyz": [[-1.9574, -0.2008, -0.0865], [-0.6565, -0.2275, 0.1058], [0.2410, 0.9527, 0.1479], [1.4901, -0.8162, -0.0697], [-2.8853, -0.9108, -0.0807], [-2.6405, 0.7309, -0.1871], [0.3504, 1.6748, 0.9765], [0.0210, 1.6941, -0.7097], [2.3734, -0.9655, 0.8807], [1.9811, -1.3401, -1.0194], [1.4937, 0.6026, -0.1200], [0.1891, -1.1941, 0.1621]], "forces_ev_per_angstrom": [[-5.343, 0.369, -0.022], [-1.031, 3.296, -0.065], [-2.318, 6.391, -1.716], [5.261, -0.050, 1.204], [2.930, -0.097, 0.001], [2.484, -0.645, 0.323], [-1.213, -0.806, 0.655], [-0.703, -0.945, 1.056], [-2.967, -0.641, -2.296], [-1.426, 1.190, 1.754], [2.874, -3.117, -1.327], [1.453, -4.945, 0.433]]}



No. 3
{"formula": "C2H7N2O", "method": "the ωB97M-V functional and the def2-TZVPD basis", "charge": 1, "largest_force_ev_per_a": 4.0, "energy_ha": -264.66769, "species": ["C", "C", "N", "N", "O", "H", "H", "H", "H", "H", "H", "H"], "xyz": [[2.2505, 0.6781, -0.1284], [-0.0726, 0.2049, -0.2116], [0.7239, -0.9531, 0.1028], [-1.4958, -0.2974, -0.0394], [2.0032, -0.6140, 0.0925], [3.2888, 0.8409, 0.2810], [1.6029, 1.4416, -0.6247], [0.2479, 0.9521, 0.4676], [0.6644, -1.8844, -0.2088], [-1.9679, -0.1210, 0.9103], [-1.5989, -1.2909, -0.1248], [-2.0502, 0.2138, -0.7750]], "forces_ev_per_angstrom": [[2.370, -0.002, 1.307], [-1.019, -3.751, -0.904], [-0.723, 2.663, 0.328], [-1.457, 2.375, 1.092], [0.971, 1.444, -0.300], [-1.198, 0.214, -1.166], [0.666, -1.270, 0.592], [-0.287, 1.154, 0.963], [-0.568, -1.232, -0.771], [0.894, 0.126, -1.421], [0.019, -0.742, -0.665], [0.331, -0.978, 0.945]]}